This record from the OMol25 dataset describes C33H57BrClN6O7PS as an isolated structure. The level of theory is the ωB97M-V functional and the def2-TZVPD basis.

- 2S+1: 1
- Kohn-Sham gap: 9.551 eV
- HOMO: -9.37 eV
- LUMO energy: 0.18 eV

The geometry in XYZ format:
```
107
Properties=species:S:1:pos:R:3:forces:R:3
C 0.600 0.326 4.710 -0.147 -0.118 0.127
C -3.696 1.186 2.346 -0.115 0.058 0.191
H 1.351 3.501 -0.312 -0.120 -0.040 -0.053
Br -0.038 -2.911 3.945 -0.266 -0.480 0.292
O -1.454 -5.594 -0.118 0.207 -0.047 0.057
H 6.438 -0.360 4.538 -0.083 0.013 0.004
Cl 0.909 -4.827 -1.649 -0.001 -0.054 0.222
H 4.169 -1.934 -0.178 0.267 0.081 0.120
C -2.753 -2.111 1.087 -0.289 -0.217 -0.290
N -5.032 3.874 -6.249 -0.112 -0.110 0.136
C 2.183 -2.435 1.533 -0.763 0.236 0.468
C -3.838 -0.817 -4.008 -0.196 -0.128 0.047
H 3.635 0.235 -0.726 0.523 0.217 0.287
C 0.611 3.811 -2.316 0.041 0.123 0.073
H -1.278 -1.204 2.283 0.185 0.386 0.224
C 3.038 3.481 -1.658 -0.020 0.016 0.095
H -0.930 4.206 -8.006 -0.038 0.015 -0.069
H 1.974 -0.664 0.323 -0.088 0.322 0.247
H -5.370 2.404 2.567 0.008 0.023 0.029
H -1.429 0.373 5.145 0.011 -0.077 -0.056
H 0.490 2.754 -2.559 0.015 -0.010 -0.007
C -0.499 0.741 5.577 -0.094 0.260 -0.051
H -4.098 -1.099 -5.028 0.066 0.006 -0.069
C 1.673 4.007 -1.224 0.263 -0.072 0.025
H 7.913 -2.906 3.686 0.009 -0.012 -0.011
H -1.841 2.809 -7.462 -0.059 0.018 -0.074
C -3.021 4.600 -7.742 0.213 -0.178 0.020
C 7.850 -1.831 3.858 -0.020 0.030 0.026
H -6.538 1.573 0.523 -0.033 -0.043 0.093
H -5.685 0.672 2.659 0.005 -0.002 0.076
H -5.012 2.459 -1.201 -0.012 0.034 -0.046
H 6.283 -1.919 5.327 -0.107 -0.008 -0.011
H -2.135 -2.160 -3.902 0.052 -0.023 0.021
H 5.336 -2.910 3.242 -0.019 -0.028 -0.026
C 2.056 -1.735 0.183 0.515 -0.233 -0.073
H -3.637 2.325 -0.113 0.015 -0.006 0.028
N 1.456 5.131 -4.401 -0.063 0.066 -0.131
C -5.464 1.420 0.635 0.030 0.126 -0.181
H 1.690 -1.851 2.296 -0.110 0.070 0.208
H -0.357 4.193 -1.990 -0.052 -0.017 -0.036
O 2.919 -1.491 -3.033 0.310 0.450 0.416
H -3.267 4.377 -8.780 -0.037 0.039 -0.034
H -0.710 2.714 4.741 -0.067 -0.066 -0.038
H 3.177 -3.055 -1.095 0.010 -0.462 -0.155
C -1.307 4.180 -5.893 -0.214 -0.125 -0.135
P -0.624 -4.229 -0.393 -0.035 0.899 -0.601
C 1.654 -3.843 1.431 1.133 0.141 -1.293
O 3.687 0.114 -1.679 -0.442 0.040 -0.290
H 2.993 2.416 -1.891 0.012 0.044 -0.054
H 3.397 4.011 -2.540 -0.002 -0.033 -0.026
H -2.051 3.815 -5.181 -0.057 0.046 -0.034
N -2.582 0.978 2.519 0.184 0.056 0.110
S 1.441 -6.145 2.020 0.255 -0.080 0.628
H -5.238 0.436 0.219 -0.008 -0.057 0.061
H 3.778 3.621 -0.870 -0.024 -0.005 0.029
H -0.733 -1.671 0.697 0.389 0.165 -0.093
C 1.025 4.535 -3.521 0.125 -0.013 0.201
H -0.366 0.266 6.551 0.029 -0.035 0.007
C 5.508 -1.171 2.106 -0.016 0.003 0.055
H -0.367 3.688 -5.667 0.083 0.021 -0.028
H 8.614 -1.561 4.586 0.014 -0.021 0.015
C 0.154 -4.099 1.339 -0.597 -1.596 0.748
H 1.596 2.648 5.708 0.008 -0.051 0.000
H -1.400 2.530 6.345 -0.053 -0.074 -0.028
C -4.732 -1.572 -3.031 -0.014 0.025 -0.011
H 8.092 -1.321 2.925 -0.031 -0.019 -0.032
C -4.716 2.485 -0.154 0.031 -0.020 -0.008
H -2.904 5.680 -7.651 -0.005 0.045 -0.004
C -0.796 -3.277 2.186 0.032 0.568 -0.326
C -5.120 1.438 2.129 -0.048 -0.092 -0.235
O 0.019 -5.457 1.929 0.136 -0.032 -0.063
H 0.638 3.924 6.447 0.000 0.006 0.026
N 5.662 -0.640 1.099 -0.068 0.069 0.005
C -1.319 -1.988 1.548 -0.069 0.048 0.198
N -1.631 -0.369 -1.389 0.006 0.123 0.133
O 2.173 -4.778 2.403 0.001 0.040 -0.058
H -4.574 -2.651 -3.106 -0.006 0.003 0.019
C 6.467 -1.437 4.366 0.253 -0.027 0.004
H -1.643 -3.911 2.373 -0.242 -0.369 0.278
C 3.245 -2.048 -0.725 -0.300 0.195 -0.271
N 1.454 -0.034 4.038 0.376 0.179 -0.166
H -4.540 -1.270 -2.000 0.058 -0.026 0.006
O 1.832 -6.626 0.750 0.223 0.290 -0.813
H 1.751 5.069 -0.987 -0.078 0.024 -0.010
O 1.542 -7.042 3.100 -0.414 0.041 0.859
C 0.726 2.843 6.336 -0.042 0.014 -0.020
H 1.148 -2.037 -0.328 -0.309 0.021 -0.153
H -1.172 5.249 -5.731 0.050 0.016 0.024
C -1.724 3.887 -7.331 0.061 0.024 0.197
C 5.343 -1.830 3.402 0.097 0.122 0.153
H -3.321 -2.805 1.691 -0.203 -0.186 0.326
H -3.250 -1.156 1.118 -0.106 0.371 -0.004
H 2.089 -4.202 0.503 -0.073 -0.145 -0.356
H -5.781 -1.369 -3.242 -0.023 -0.030 -0.010
H -1.739 -0.552 -4.509 0.047 -0.027 0.014
C -1.948 -0.687 -2.445 0.282 -0.084 -0.024
H 4.372 -1.544 3.810 -0.076 -0.006 -0.051
H -4.027 0.251 -3.916 0.050 0.118 -0.042
H -2.010 -5.718 -0.891 -0.364 -0.257 -0.096
H -2.806 -2.456 0.063 -0.054 -0.174 -0.312
C -2.348 -1.096 -3.786 -0.228 0.105 -0.081
H -4.929 3.484 0.232 0.001 0.005 -0.007
C 3.260 -1.141 -1.931 -0.228 -0.714 -0.538
C -0.544 2.265 5.721 0.126 0.186 0.095
C -4.150 4.193 -6.909 0.003 0.105 -0.087
H 0.914 2.417 7.323 0.018 -0.003 0.008
H 3.215 -2.510 1.827 0.514 -0.017 0.038
```
Forces are in eV/Å.

Mulliken population analysis, charges in e, atoms 1 to 99:
1. C 0.066
2. C 0.211
3. H 0.345
4. Br -0.135
5. O -0.484
6. H 0.330
7. Cl -0.262
8. H 0.296
9. C -0.792
10. N -0.446
11. C 0.701
12. C -0.428
13. H 0.395
14. C -0.241
15. H 0.283
16. C -1.033
17. H 0.332
18. H 1.047
19. H 0.408
20. H 0.165
21. H 0.199
22. C -0.308
23. H 0.335
24. C -0.569
25. H 0.289
26. H 0.306
27. C -0.466
28. C -1.190
29. H 0.338
30. H 0.295
31. H 0.344
32. H 0.359
33. H 0.231
34. H 0.346
35. C -0.015
36. H 0.308
37. N -0.519
38. C -0.129
39. H -0.308
40. H 0.315
41. O -0.603
42. H 0.298
43. H 0.267
44. H 0.426
45. C -1.012
46. P 0.474
47. C -0.418
48. O -0.431
49. H 0.163
50. H 0.399
51. H 0.311
52. N -0.398
53. S 0.995
54. H 0.027
55. H 0.355
56. H -0.575
57. C 0.318
58. H 0.413
59. C 0.503
60. H 0.263
61. H 0.360
62. C 0.889
63. H 0.340
64. H 0.354
65. C -0.885
66. H 0.366
67. C -1.188
68. H 0.277
69. C -1.191
70. C -0.554
71. O -0.378
72. H 0.366
73. N -0.578
74. C 0.684
75. N -0.408
76. O -0.621
77. H 0.297
78. C -0.632
79. H 0.935
80. C -0.787
81. N -0.384
82. H 0.057
83. O -0.521
84. H 0.334
85. O -0.636
86. C -1.215
87. H -0.583
88. H 0.353
89. C -0.515
90. C -0.163
91. H 0.555
92. H -0.339
93. H 0.946
94. H 0.359
95. H 0.346
96. C 0.260
97. H 0.191
98. H 0.284
99. H 0.392


This record from the OMol25 dataset describes C33H57CoN4OP2 as an isolated structure. The level of theory is the ωB97M-V functional and the def2-TZVPD basis.

- 2S+1: 4
- Kohn-Sham gap (alpha / beta): 7.015 / 6.635 eV
- Total charge: +1
- HOMO (alpha / beta): -8.60 / -10.39 eV
- LUMO energy (alpha / beta): -1.58 / -3.76 eV

The geometry in XYZ format:
```
98
Properties=species:S:1:pos:R:3:forces:R:3
H 0.394 5.130 1.136 0.015 0.007 -0.311
H -0.844 2.157 -2.399 -0.223 -0.057 0.227
C -2.081 3.361 0.983 0.407 0.229 -0.249
H -1.453 -5.288 0.991 -0.072 0.214 0.233
H 1.156 -4.765 1.436 -0.076 0.182 0.231
H 1.615 5.475 -0.091 -0.166 -0.087 0.062
C 1.986 -1.247 -4.298 -0.127 -0.390 -0.236
C 2.955 -0.586 3.297 -0.207 0.267 -0.226
H 3.856 -1.007 3.711 -0.063 0.117 0.145
H 4.031 0.240 -1.933 -0.048 -0.239 -0.131
C 3.727 -0.536 -2.650 0.235 -0.053 0.494
C 0.807 3.504 -0.292 -0.525 0.306 0.023
N 2.172 0.344 3.962 0.040 -0.329 -0.220
C -4.436 -0.198 -2.298 0.047 0.144 -0.047
C 1.125 0.650 3.155 1.119 -0.849 -0.425
H -3.283 1.565 1.441 -0.089 0.171 -0.190
H 4.452 -0.539 -3.476 -0.176 -0.019 0.200
H -1.591 -5.167 2.744 -0.109 0.120 -0.211
H 1.002 -1.025 -4.731 0.168 -0.147 0.077
H 0.297 -5.399 -1.891 -0.089 0.054 0.186
C -1.626 -4.585 1.809 0.074 -0.264 0.125
H -3.874 1.765 -3.074 -0.143 -0.149 0.089
C 1.782 -3.250 -1.002 0.185 -0.102 -0.215
H 3.762 -1.513 -2.154 0.003 0.229 -0.162
H 2.703 -1.420 1.257 -0.183 0.134 0.140
C 1.158 3.418 -1.779 0.183 -0.021 -0.076
H 2.894 1.893 -3.238 -0.202 -0.140 -0.223
P -0.463 -2.320 0.361 0.918 -1.003 -0.061
H 2.722 -1.219 -5.113 -0.144 0.066 0.259
H 0.409 3.900 -2.423 0.194 -0.129 0.202
H 3.137 1.052 -4.771 -0.226 -0.038 0.195
H -2.189 3.162 -1.872 0.086 -0.213 0.005
C 0.268 -3.419 -1.085 -0.335 -0.065 0.660
C -4.010 -1.250 -1.510 0.345 -0.354 0.258
C 2.367 -0.794 2.075 -0.482 0.710 0.877
H -1.366 -3.027 -2.489 0.291 -0.036 -0.051
H 0.172 -3.489 -3.250 -0.085 0.115 0.245
C -3.627 0.936 -2.418 -0.075 -0.068 0.107
H 1.982 -2.265 -3.890 -0.057 0.262 -0.113
H -3.836 2.473 0.005 0.041 0.042 0.234
H 1.277 2.370 -2.077 -0.087 0.464 0.044
H 0.781 -4.606 3.158 0.017 0.111 -0.209
C -0.132 -4.895 -1.010 0.228 -0.204 -0.254
C -1.301 0.178 1.833 -4.095 -0.672 4.485
C -2.083 -2.287 -0.317 -1.908 -0.549 0.568
C -1.573 3.533 2.422 -0.191 0.135 0.176
N 1.212 -0.034 2.016 0.794 0.631 0.211
H -3.394 5.046 0.766 0.187 -0.027 -0.123
H 2.187 -3.572 -0.034 -0.090 0.031 -0.271
H 1.483 1.499 -4.280 0.237 0.004 0.059
N 0.824 0.105 -1.091 1.793 -1.235 -3.877
H 3.428 1.081 5.474 -0.270 0.002 -0.071
H 1.768 1.744 5.455 0.163 -0.213 -0.025
H 1.766 2.960 1.602 0.058 -0.056 -0.212
H -1.704 5.506 0.608 -0.232 -0.239 -0.088
H -0.577 3.992 2.476 -0.260 -0.093 -0.023
H -1.975 -2.217 3.050 0.257 -0.055 0.025
H -0.042 -1.853 -2.582 -0.257 -0.304 -0.056
H -2.664 -3.211 -0.284 0.017 0.174 -0.159
Co -0.314 0.139 0.424 0.080 0.164 0.072
C 2.355 -0.214 -3.237 -0.573 -0.498 -0.127
H -2.278 4.188 2.955 0.217 -0.140 0.011
H -1.220 -5.023 -1.073 0.247 0.019 0.043
P -0.743 2.419 0.027 -0.063 0.738 -0.306
C 1.298 -0.197 -2.120 1.117 1.869 1.640
H -0.082 5.492 -0.558 0.174 -0.146 0.202
C -0.574 -3.474 1.930 -0.179 0.060 -0.641
C -1.604 2.273 -1.614 -0.039 -0.204 -0.218
H -2.638 -4.176 1.714 0.163 -0.053 0.052
H 1.570 -3.267 2.308 -0.174 -0.192 -0.017
H 2.069 0.087 6.059 0.050 0.236 -0.258
H 2.265 -3.848 -1.791 -0.008 0.101 0.160
H 2.053 -2.199 -1.151 0.001 -0.306 0.124
H 0.383 1.390 3.444 0.097 -0.320 -0.200
C 0.819 -4.060 2.203 0.076 -0.094 0.059
C -0.971 -2.643 3.151 -0.013 0.058 0.132
H -4.106 3.114 1.639 0.143 -0.136 -0.172
H -0.250 -1.845 3.355 -0.151 -0.046 -0.052
H -2.539 4.681 -0.734 0.043 0.060 0.267
H -5.384 -0.253 -2.830 0.221 -0.012 0.121
H -0.984 -3.310 4.028 0.011 0.150 -0.236
N -2.079 0.025 -0.851 0.155 -0.394 -0.857
H 2.117 3.933 -1.953 -0.200 -0.134 0.064
H 0.247 -5.415 -0.126 -0.123 0.122 -0.262
C 2.371 0.840 5.317 0.102 -0.105 0.217
C 1.972 2.926 0.524 0.042 -0.054 -0.057
C 0.647 4.980 0.081 0.328 0.296 -0.167
C -3.396 2.560 1.006 0.058 -0.126 0.054
H -1.547 2.572 2.949 -0.025 0.244 -0.109
C -2.479 1.030 -1.626 0.232 -0.120 0.259
O -1.999 0.174 2.780 1.800 0.318 -2.193
H 2.190 1.889 0.239 -0.086 0.173 0.164
H 2.873 3.529 0.329 -0.215 -0.111 0.076
C 2.457 1.149 -3.914 -0.073 0.483 -0.017
H -4.595 -2.157 -1.362 0.058 0.233 -0.252
C -0.276 -2.912 -2.427 0.068 0.211 -0.051
C -2.425 4.724 0.356 -0.186 0.317 0.343
C -2.738 -1.177 -0.874 -0.187 0.812 -0.198
```
Forces are in eV/Å.

Okay, here come the Mulliken numbers, in e, for every atom:
1. H 0.321
2. H 0.580
3. C 2.099
4. H 0.260
5. H 0.288
6. H 0.542
7. C -1.721
8. C -0.741
9. H 0.474
10. H 0.315
11. C -1.518
12. C 2.769
13. N 0.266
14. C -0.830
15. C -0.880
16. H 0.153
17. H 0.437
18. H 0.532
19. H 0.389
20. H 0.503
21. C -1.805
22. H 0.563
23. C -1.017
24. H 0.346
25. H 0.424
26. C -1.360
27. H 0.406
28. P 1.196
29. H 0.507
30. H 0.264
31. H 0.524
32. H 0.431
33. C 2.251
34. C -1.006
35. C -1.043
36. H 0.303
37. H 0.653
38. C -0.732
39. H 0.219
40. H 0.291
41. H -0.548
42. H 0.547
43. C -1.859
44. C 0.010
45. C -2.350
46. C -1.583
47. N 0.874
48. H 0.546
49. H 0.231
50. H 0.332
51. N 0.712
52. H 0.336
53. H 0.311
54. H 0.231
55. H 0.415
56. H 0.181
57. H 0.333
58. H -0.065
59. H 0.424
60. Co 0.087
61. C 1.932
62. H 0.579
63. H 0.336
64. P 0.244
65. C -0.142
66. H 0.395
67. C 2.319
68. C -1.367
69. H 0.357
70. H 0.189
71. H 0.329
72. H 0.630
73. H -0.542
74. H 0.253
75. C -1.653
76. C -1.957
77. H 0.683
78. H 0.175
79. H 0.110
80. H 0.442
81. H 0.618
82. N 1.458
83. H 0.700
84. H 0.373
85. C -0.899
86. C -1.782
87. C -2.032
88. C -1.739
89. H 0.118
90. C -0.358
91. O -0.446
92. H -0.030
93. H 0.715
94. C -1.812
95. H 0.538
96. C -1.362
97. C -1.560
98. C 0.374


The records above yield max |F| values of 1.86; 6.11 eV/Å, respectively.